{
  "formula": "CH10N3O2Zr",
  "method": "ωB97M-V/def2-TZVPD",
  "elements": ["C", "Zr", "N", "N", "H", "H", "H", "H", "H", "H", "H", "H", "H", "H", "O", "N", "O"],
  "positions_angstrom": [[0.9843, -0.0886, 2.1667], [0.4750, -0.1541, -0.8930], [-0.9877, 1.6142, -1.4216], [-1.5760, -1.4599, -0.1695], [-0.8480, 1.9920, -2.3812], [0.6005, 0.8955, 2.3897], [1.9690, -0.2566, 2.5832], [1.0686, -0.5245, 1.1132], [0.3217, -0.7706, 2.6767], [-2.1223, -1.9839, -0.8650], [-2.2758, -0.7996, 0.1595], [-1.4582, -2.1324, 0.6047], [-2.0049, 1.4398, -1.3221], [-0.7374, 2.3949, -0.8022], [3.3386, 0.5867, -1.2642], [2.3638, 0.7454, -0.5641], [0.8888, -1.4981, -2.0108]],
  "de_lowest_kj_mol": 2.5,
  "lumo_energy_ev": [-4.62, -4.62],
  "energy_ha": -405.59847,
  "gap_ha": [0.2549, 0.2549],
  "multiplicity": 1,
  "total_charge": 1,
  "e_homo_ev": [-11.6, -11.6]
}


{
  "formula": "C24H31ClFN3O",
  "method": "ωB97M-V/def2-TZVPD",
  "elements": ["C", "N", "C", "C", "C", "N", "C", "C", "C", "C", "C", "N", "C", "C", "C", "C", "C", "C", "C", "F", "C", "C", "O", "C", "C", "C", "C", "Cl", "C", "C", "H", "H", "H", "H", "H", "H", "H", "H", "H", "H", "H", "H", "H", "H", "H", "H", "H", "H", "H", "H", "H", "H", "H", "H", "H", "H", "H", "H", "H", "H", "H"],
  "positions_angstrom": [[-4.4722, -1.6866, -2.4637], [-3.0376, -1.5049, -2.5212], [-2.5925, -1.2848, -3.8803], [-2.3085, -2.5811, -1.8755], [-0.9834, -2.0832, -1.2741], [-1.1788, -1.3434, -0.0484], [-1.2810, -2.1101, 1.1771], [0.0764, -2.5845, 1.7168], [-0.0922, -3.1501, 3.1267], [1.2709, -3.5193, 3.7006], [2.1938, -2.3041, 3.6632], [2.3452, -1.8757, 2.2877], [3.4272, -0.9294, 2.0605], [3.1500, 0.4587, 2.5865], [3.3612, 0.7939, 3.9187], [3.0120, 2.0407, 4.4079], [2.4396, 2.9837, 3.5713], [2.2313, 2.6849, 2.2364], [2.5897, 1.4352, 1.7710], [2.4039, 1.1667, 0.4555], [1.0756, -1.4278, 1.7464], [-1.3790, -0.0051, 0.0191], [-1.6259, 0.5666, 1.0669], [-1.2832, 0.7672, -1.2601], [-0.0589, 1.0088, -1.8714], [0.0111, 1.7861, -3.0145], [-1.1511, 2.3251, -3.5404], [-1.0722, 3.2791, -4.9828], [-2.3751, 2.1170, -2.9255], [-2.4341, 1.3439, -1.7811], [-4.8140, -2.5890, -2.9951], [-4.7860, -1.7520, -1.4228], [-4.9533, -0.8200, -2.9146], [-1.5222, -1.0898, -3.8923], [-3.0988, -0.4101, -4.2837], [-2.8003, -2.1469, -4.5349], [-2.9242, -2.9837, -1.0682], [-2.0940, -3.4058, -2.5769], [-0.3478, -2.9433, -1.0498], [-0.4701, -1.4553, -2.0012], [-1.9339, -2.9734, 1.0162], [-1.7444, -1.4497, 1.9148], [0.4856, -3.3698, 1.0724], [-0.7466, -4.0242, 3.1074], [-0.5583, -2.3929, 3.7616], [1.1678, -3.8722, 4.7280], [1.7164, -4.3168, 3.1037], [3.1784, -2.5763, 4.0527], [1.7725, -1.5077, 4.3024], [3.5945, -0.8845, 0.9801], [4.3263, -1.3342, 2.5324], [3.8129, 0.0657, 4.5764], [3.1858, 2.2758, 5.4472], [2.1601, 3.9533, 3.9536], [1.7931, 3.3983, 1.5567], [1.2481, -1.0726, 0.7287], [0.6416, -0.5980, 2.3301], [0.8493, 0.6076, -1.4475], [0.9604, 1.9749, -3.4910], [-3.2682, 2.5605, -3.3377], [-3.3783, 1.1789, -1.2875]],
  "de_lowest_kj_mol": 0.0,
  "lumo_energy_ev": 0.75,
  "energy_ha": -1732.71178,
  "gap_ha": 0.3368,
  "multiplicity": 1,
  "e_homo_ev": -8.4
}


{
  "formula": "C59H66AsGe2N4O6V",
  "method": "ωB97M-V/def2-TZVPD",
  "elements": ["V", "C", "C", "C", "C", "C", "C", "C", "N", "C", "C", "C", "C", "C", "C", "C", "N", "C", "C", "C", "C", "H", "H", "H", "H", "H", "H", "H", "H", "H", "H", "H", "H", "H", "H", "H", "H", "H", "H", "H", "H", "H", "H", "H", "H", "C", "C", "Ge", "C", "C", "C", "C", "Ge", "C", "C", "C", "C", "C", "C", "C", "C", "C", "C", "H", "H", "H", "H", "H", "H", "H", "H", "H", "H", "H", "H", "H", "H", "H", "H", "H", "H", "H", "H", "H", "H", "H", "H", "H", "H", "C", "C", "C", "C", "C", "C", "As", "C", "C", "C", "C", "C", "C", "C", "C", "C", "C", "C", "C", "H", "H", "H", "H", "H", "H", "H", "H", "H", "H", "H", "H", "H", "O", "C", "O", "C", "C", "C", "C", "C", "C", "N", "O", "O", "N", "O", "O", "H", "H", "H"],
  "positions_angstrom": [[0.4501, -0.1641, -0.0677], [3.0786, -3.9318, 5.1583], [1.6228, -4.1647, 4.7250], [1.4640, -5.5965, 4.1904], [0.7084, -3.9778, 5.9340], [1.2914, -3.1886, 3.6087], [0.2721, -2.2441, 3.6936], [0.0500, -1.3738, 2.6446], [0.7825, -1.3816, 1.5265], [1.7548, -2.3163, 1.4044], [2.0257, -3.2107, 2.4187], [2.4775, -2.2930, 0.1089], [3.4503, -3.2183, -0.2342], [4.1350, -3.1078, -1.4409], [3.7249, -2.0701, -2.2854], [2.7209, -1.2114, -1.8991], [2.1011, -1.3013, -0.7129], [5.2776, -4.0333, -1.8380], [5.6289, -5.0080, -0.7140], [6.5121, -3.1769, -2.1554], [4.8869, -4.8306, -3.0889], [3.3346, -4.6284, 5.9567], [3.2211, -2.9181, 5.5372], [3.7821, -4.0953, 4.3408], [1.6701, -6.3074, 4.9906], [2.1578, -5.8093, 3.3757], [0.4488, -5.7763, 3.8329], [0.9908, -4.6885, 6.7099], [-0.3389, -4.1637, 5.6886], [0.7956, -2.9770, 6.3613], [-0.3534, -2.1657, 4.5702], [-0.7290, -0.6222, 2.6977], [2.8165, -3.9348, 2.2921], [3.7099, -3.9995, 0.4620], [4.1907, -1.9218, -3.2497], [2.3929, -0.4091, -2.5498], [5.9324, -4.4877, 0.1977], [6.4660, -5.6303, -1.0283], [4.7999, -5.6793, -0.4799], [6.8127, -2.5765, -1.2963], [6.3425, -2.5074, -2.9992], [7.3414, -3.8330, -2.4210], [3.9994, -5.4359, -2.9221], [5.7094, -5.4960, -3.3529], [4.7016, -4.1777, -3.9431], [-0.7627, 2.8035, -1.7346], [-0.7694, 3.3228, -0.3027], [-0.7418, 1.9186, 1.1023], [-0.2479, 2.8430, 2.7754], [-0.4559, 2.0121, 4.0378], [-2.6551, 1.7652, 1.5640], [-3.7079, 1.0006, 1.2805], [-3.6437, -0.5316, 0.1040], [-4.1607, -0.0809, -1.7562], [-5.5665, -0.4862, -2.2112], [-3.8425, -2.2594, 1.0414], [-5.2587, -2.7661, 1.3227], [-5.0912, 1.2691, 1.7731], [-5.3707, 2.2011, 2.7765], [-6.6714, 2.4293, 3.1866], [-7.7278, 1.7332, 2.6098], [-7.4712, 0.8001, 1.6206], [-6.1624, 0.5774, 1.2160], [-0.7770, 3.6134, -2.4659], [-1.6309, 2.1701, -1.9394], [0.1272, 2.2006, -1.9511], [-1.6747, 3.9104, -0.1302], [0.0754, 3.9897, -0.1252], [-0.9259, 3.7037, 2.7935], [0.7515, 3.2592, 2.7297], [-1.4780, 1.6252, 4.0954], [-0.2829, 2.5965, 4.9431], [0.2236, 1.1591, 4.0762], [-2.8728, 2.6253, 2.1999], [-3.4253, -0.4900, -2.4517], [-4.0461, 1.0056, -1.7944], [-5.7276, -1.5634, -2.1469], [-5.7186, -0.1939, -3.2497], [-6.3399, 0.0080, -1.6254], [-3.3080, -2.0854, 1.9810], [-3.2762, -3.0157, 0.5019], [-5.8176, -2.0789, 1.9571], [-5.2121, -3.7245, 1.8394], [-5.8220, -2.9227, 0.4020], [-4.5701, 2.7482, 3.2546], [-6.8659, 3.1537, 3.9660], [-8.7427, 1.9167, 2.9351], [-8.2815, 0.2482, 1.1634], [-6.0105, -0.1658, 0.4317], [6.9493, -0.1300, -0.1168], [6.3945, 0.8121, -0.9686], [5.0765, 1.2167, -0.8000], [4.3078, 0.6704, 0.2203], [4.8594, -0.2951, 1.0571], [6.1778, -0.6912, 0.8916], [2.5164, 1.3527, 0.6218], [2.9376, 1.9339, 2.4069], [3.0173, 1.1642, 3.5528], [3.4393, 1.7607, 4.7345], [3.7712, 3.1091, 4.7505], [3.6917, 3.8766, 3.5972], [3.2756, 3.2928, 2.4070], [3.1224, 3.9816, 1.1072], [3.3563, 5.3329, 0.8753], [3.1901, 5.8531, -0.3992], [2.7973, 5.0395, -1.4552], [2.5552, 3.6900, -1.2383], [2.7117, 3.1742, 0.0379], [7.9855, -0.4196, -0.2314], [6.9933, 1.2555, -1.7534], [4.6726, 1.9840, -1.4475], [4.2851, -0.7097, 1.8796], [6.6101, -1.4198, 1.5660], [2.7494, 0.1125, 3.5424], [3.5055, 1.1772, 5.6431], [4.0975, 3.5685, 5.6740], [3.9558, 4.9252, 3.6348], [3.6680, 5.9830, 1.6819], [3.3716, 6.9052, -0.5732], [2.6778, 5.4578, -2.4455], [2.2431, 3.0624, -2.0650], [-0.2293, -0.5584, -1.9385], [-1.1434, -1.2314, -1.4266], [-1.6215, -0.8026, -0.2822], [-1.5028, -2.5438, -2.0376], [-2.8008, -3.0359, -2.1340], [-3.0109, -4.2607, -2.7326], [-1.9878, -5.0367, -3.2407], [-0.7138, -4.5172, -3.1249], [-0.4453, -3.2848, -2.5607], [0.4260, -5.3157, -3.6291], [1.5383, -4.8860, -3.3779], [0.1704, -6.3154, -4.2567], [-4.4067, -4.7664, -2.8132], [-5.2740, -4.0443, -2.3520], [-4.5852, -5.7795, -3.4443], [-3.6650, -2.5003, -1.7898], [-2.1728, -5.9949, -3.7046], [0.5721, -2.9255, -2.5227]],
  "de_lowest_kj_mol": 0.0,
  "lumo_energy_ev": [-5.71, -5.79],
  "energy_ha": -10291.34759,
  "gap_ha": [0.2577, 0.2467],
  "multiplicity": 3,
  "total_charge": 2,
  "e_homo_ev": [-12.7, -12.5]
}